# C15H35N5O5

A 5-piece molecular cluster, C15H35N5O5 overall (ωB97M-V/def2-TZVPD, OMol25).

Properties
**Orbital gap (alpha / beta)**: 1.3 / 8.4 eV
**Net charge**: -1
**Multiplicity**: 2
**Expectation value of S²**: 0.75

Last column: natural (NBO) charge in e.
Element x y z (Å)
C -7.347 21.994 -8.551  0.510
O -6.322 22.557 -8.910  -0.625
N -8.559 22.562 -8.693  -0.435
C -9.746 21.855 -8.100  -0.444
C -8.693 24.009 -9.066  -0.423
H -7.305 21.108 -7.898  0.117
H -10.062 22.184 -7.110  0.192
H -9.724 20.765 -8.124  0.217
H -10.426 22.090 -8.919  0.207
H -8.499 24.560 -8.146  0.198
H -8.021 24.348 -9.855  0.241
H -9.692 24.164 -9.474  0.198
C -3.284 21.250 -12.942  0.540
O -2.731 22.289 -12.525  -0.658
N -4.046 20.420 -12.203  -0.431
C -4.799 19.356 -12.899  -0.431
C -4.424 20.820 -10.845  -0.435
H -3.220 20.919 -13.990  0.124
H -4.796 18.380 -12.414  0.241
H -4.353 19.229 -13.886  0.202
H -5.804 19.639 -13.213  0.178
H -3.820 21.670 -10.525  0.234
H -5.422 21.241 -10.727  0.208
H -4.240 20.071 -10.074  0.192
C -3.262 22.249 -16.719  0.509
O -3.602 22.909 -15.717  -0.642
N -3.922 21.123 -17.121  -0.434
C -3.419 20.314 -18.300  -0.719
C -4.986 20.507 -16.410  -0.493
H -2.557 22.719 -17.422  0.126
H -4.284 20.088 -18.923  0.182
H -3.004 19.311 -18.199  0.173
H -2.591 20.764 -18.848  0.202
H -5.378 21.229 -15.693  0.227
H -5.728 20.237 -17.160  0.196
H -4.711 19.662 -15.779  0.187
C -3.101 15.261 -12.858  0.509
O -3.965 16.093 -12.370  -0.674
N -2.568 15.407 -14.119  -0.420
C -3.022 16.504 -14.972  -0.641
C -1.363 14.763 -14.461  -0.504
H -2.612 14.430 -12.325  0.118
H -2.554 17.460 -14.736  0.199
H -4.105 16.620 -14.926  0.221
H -2.772 16.220 -15.994  0.181
H -1.395 14.501 -15.518  0.196
H -0.615 15.553 -14.396  0.192
H -0.935 13.894 -13.961  0.211
C 0.011 19.336 -9.394  0.518
O 0.028 18.939 -10.607  -0.610
N -0.291 20.560 -8.832  -0.435
C -0.212 20.675 -7.360  -0.403
C -1.020 21.631 -9.506  -0.439
H 0.190 18.567 -8.627  0.101
H -1.217 20.710 -6.938  0.192
H 0.344 21.554 -7.033  0.196
H 0.317 19.819 -6.941  0.204
H -0.540 22.557 -9.189  0.184
H -0.854 21.602 -10.583  0.262
H -2.036 21.945 -9.269  0.214